[1]
This record from the Open Molecules 2025 dataset describes C14H32N6O6PtS as an isolated structure. The level of theory is the ωB97M-V functional and the def2-TZVPD basis.

XYZ file:
```
60
Properties=species:S:1:pos:R:3:lowdin_charge:R:1
Pt 0.5803 -0.2312 -0.9778 1.1507
S 2.4033 -0.8641 0.8486 0.6107
O -3.6138 2.3357 -1.8907 -0.0659
O 1.3779 -2.2600 -2.9519 -0.0167
O 2.6109 0.0839 -2.9980 -0.1016
O -0.0776 0.0059 -4.3031 -0.1355
O -0.7252 1.9841 0.3319 -0.1713
O -1.9512 -0.3894 0.5425 -0.0400
N 0.4532 -1.8963 -2.0485 -0.1830
N 1.8699 0.7039 -2.1612 -0.2964
N 0.5833 -1.5744 2.6620 -0.0131
N 1.4800 0.5660 2.8807 0.0008
N -1.1422 -1.0090 -0.3606 -0.1901
N 0.2326 1.6625 -0.4712 -0.2850
C -2.7469 -2.8734 -0.4186 -0.0055
C -0.7049 -3.9887 -2.5535 -0.0038
C 1.4068 -0.6046 2.2128 -0.8566
C 0.5104 -1.8854 4.1061 -0.2403
C -0.6001 -2.6949 -1.8347 -0.2539
C -0.7174 -2.7211 4.4020 -0.0897
C 1.0352 2.5888 -1.0615 -0.2847
C 0.6075 2.2668 4.4137 -0.0871
C 1.9562 2.0501 -1.9835 -0.2732
C 0.8921 4.0147 -0.6803 -0.0317
C -0.9475 0.6346 -3.3592 -0.1953
C -1.5156 -2.1850 -0.8776 -0.2585
C 3.0019 2.7389 -2.7709 -0.0238
C 0.2455 1.2377 3.3664 -0.2388
H -0.2637 1.7198 2.5128 0.0988
H 1.9246 -1.4058 -3.1095 0.0742
H -2.9944 2.6924 -1.2319 0.0276
H -0.1415 4.2672 -0.4161 0.0760
H -0.6449 -3.7118 3.9412 0.0743
H -2.4970 -3.7219 0.2353 0.0978
H -3.2971 -3.2823 -1.2748 0.0866
H 1.5267 4.2555 0.1849 0.0875
H -3.4057 -2.1964 0.1350 0.0816
H -0.0441 -4.0036 -3.4271 0.0869
H 1.2379 1.8320 5.1959 0.0773
H -1.5923 0.5624 0.5680 0.0622
H -1.6284 -2.2309 4.0443 0.0771
H 3.9603 2.2072 -2.7182 0.0891
H 1.2127 4.6550 -1.5092 0.0785
H 2.1526 1.2184 2.4702 0.1217
H -0.6355 0.2943 -2.3245 -0.0305
H -0.4259 -4.8226 -1.8922 0.0991
H -0.8684 1.7316 -3.4298 0.0839
H -0.4216 0.4675 3.7666 0.1011
H 0.4955 -0.9417 4.6581 0.0982
H 2.7233 2.8069 -3.8316 0.0943
H 3.1511 3.7519 -2.3916 0.0749
H -1.9887 0.3167 -3.5277 0.0771
H 1.4156 -2.4378 4.4097 0.1259
H -0.2729 0.3698 -5.1825 0.0875
H 1.1286 3.1153 3.9622 0.0752
H -4.0345 1.5910 -1.4319 0.0372
H 0.5809 -2.4106 2.0744 0.1212
H -0.8058 -2.8562 5.4837 0.0761
H -1.7385 -4.1649 -2.8763 0.0849
H -0.3137 2.6358 4.8687 0.0761
```

Results
LUMO level (spin up / spin down)   -0.243 / -0.719 eV
Multiplicity   3
HOMO level (spin up / spin down)   -0.1990 / -0.2544 Ha
Energy above the lowest of the compared OMol25 structures with the same formula, charge and spin   0.0 kcal/mol
E   -1849.8751 hartree
Orbital gap (spin up / spin down)   5.17 / 6.20 eV
Expectation value of S²   2.017


[2]
This record from the Open Molecules 2025 dataset describes C24H31N3O3 as an isolated structure. The level of theory is the ωB97M-V functional and the def2-TZVPD basis.

XYZ file:
```
61
Properties=species:S:1:pos:R:3:lowdin_charge:R:1
O 0.5302 -0.9618 -1.1108 -0.1128
O -3.3510 0.0282 -4.4058 0.0957
O 2.6696 1.9404 -0.9402 -0.0979
N -0.2327 -2.4605 0.4889 -0.1215
N 1.5994 -2.8199 3.2278 0.1259
N -2.7668 0.5708 -2.4456 0.0092
C -0.9022 2.6829 -2.9635 -0.2176
C -0.6667 3.3083 -1.7661 -0.0110
C -1.4502 -2.8913 1.2095 -0.0259
C 2.8987 -0.0162 5.5572 -0.0438
C 1.6737 2.3332 -1.6884 -0.2822
C 1.4066 0.6085 6.3311 0.0421
C 1.8596 -0.6855 1.9934 0.0506
C 1.2087 1.6382 -2.9243 -0.0594
C -3.1020 2.1287 -2.6713 -0.1692
C -2.0790 -1.5074 -3.1854 -0.2071
C 0.7478 3.2284 -1.1162 0.0602
C 1.9064 -1.9388 4.5200 0.0318
C 1.5651 -2.1537 2.1226 -0.2906
C 0.1633 1.8839 -3.5546 -0.0776
C 2.1551 -0.2462 3.2455 -0.1098
C 0.9242 -2.8778 0.9185 -0.2012
C -2.4851 -2.1179 -2.0234 -0.0627
C -2.3090 2.9691 -3.4648 -0.1668
C -0.5114 -1.4525 -0.3376 -0.2584
C 2.3386 -0.6850 4.4564 -0.4073
C 3.3794 0.7651 -1.1935 -0.0550
C -1.9035 -1.0029 -0.7449 -0.1516
C -1.9455 0.3989 -1.1920 -0.0756
C -2.5890 -0.2534 -3.5525 -0.5734
H 4.0932 0.8772 -0.5381 0.0324
H 1.8386 -2.7592 5.2551 0.1132
H -1.0873 4.0661 -1.4131 0.0203
H 0.7486 -0.1706 6.4964 0.0386
H 3.2155 -0.7929 6.2419 0.1217
H -2.4199 -3.2917 0.9300 0.0775
H 2.6066 0.8078 3.1794 0.1514
H -1.0419 -3.4207 2.1200 0.0884
H 2.6933 -0.0165 -1.1917 0.0518
H -3.4678 2.2606 -1.7099 0.0958
H -2.1522 1.0621 -0.6177 0.0184
H 0.9996 -3.8998 1.2265 0.1168
H 4.0412 1.0542 -2.1906 0.1621
H -0.9043 -1.1901 -3.3725 0.1936
H 3.1895 0.8676 5.4786 0.0199
H -3.5204 -2.1141 -1.9125 0.1019
H -0.1433 1.3273 -4.3893 0.1102
H 1.9707 -0.1195 1.0006 0.1233
H -4.1756 1.9443 -3.0636 0.1455
H 1.6787 0.9972 7.1091 -0.0561
H 2.0133 1.0696 -3.3271 0.1055
H -2.0644 -3.1040 -1.5970 0.1449
H 1.7490 -2.6114 0.0422 0.1900
H -0.7010 0.3072 -1.7086 0.1896
H -1.9163 -1.8640 1.9481 0.1782
H 0.9832 1.3421 5.5380 0.1175
H -2.2342 -2.3408 -4.1392 0.2057
H -2.6523 4.0466 -3.4654 0.1417
H -2.3130 2.6539 -4.6525 0.1748
H 0.7774 3.7791 -0.0810 0.1316
H -2.5371 -1.1816 0.0138 0.0568
```

Results
LUMO level   0.365 eV
HOMO level   -0.2848 Ha
Energy above the lowest of the compared OMol25 structures with the same formula, charge and spin   447.7 kcal/mol
E   -1322.4782 hartree
Orbital gap   8.11 eV


[3]
This record from the Open Molecules 2025 dataset describes a 2-piece molecular cluster, C4H6Cl2F7NP overall. The level of theory is the ωB97M-V functional and the def2-TZVPD basis.

XYZ file:
```
21
Properties=species:S:1:pos:R:3:lowdin_charge:R:1
Cl 1.0586 -4.9529 1.4350 0.5711
Cl 1.2360 -1.6035 1.2599 0.5894
P -1.1320 1.9117 0.2350 1.0378
F 0.9814 2.0610 -1.2883 0.1591
F -2.8006 3.0484 -1.5145 0.1798
F -0.2065 3.8672 -1.3369 0.1809
F 1.0118 3.4306 0.3944 0.1833
F -3.6470 1.4718 -0.3211 0.1837
F -3.2453 3.4108 0.5602 0.1920
F -1.0143 2.2324 1.7362 -0.0265
N -1.0486 0.3255 0.0636 -0.0032
C 2.3317 -2.7666 0.4291 -0.5984
C -2.8518 2.5158 -0.3137 -0.6990
C 1.6052 -4.0217 0.0249 -0.6654
C 0.2736 2.9164 -0.5666 -0.6837
H -1.2036 -0.0293 -0.8769 0.1193
H 2.7383 -2.2592 -0.4429 0.0786
H 2.2842 -4.6530 -0.5453 0.0819
H 3.1338 -2.9733 1.1310 0.0765
H -0.2396 -0.1309 0.5243 -0.0249
H 0.7345 -3.8013 -0.5876 0.0675
```

Results
LUMO level   -4.539 eV
HOMO level   -0.4964 Ha
Net charge   +1
E   -2171.3414 hartree
Orbital gap   8.97 eV